Molecular formula: C4H4N2O
Method: DFT, the ωB97M-V functional and the def2-TZVPD basis

Structure (XYZ):
```
11
Properties=species:S:1:pos:R:3:forces:R:3:lowdin_charge:R:1
O -2.479 -1.291 0.096 0.4 0.2 0.0 0.040
C -1.859 -0.250 0.058 0.0 -0.3 0.0 -0.234
C -0.409 -0.054 0.095 0.0 0.2 -0.1 -0.220
C 0.166 1.183 -0.068 -0.1 0.2 0.0 -0.111
N 1.520 1.106 -0.173 0.0 -0.2 0.1 0.065
C 1.781 -0.178 -0.068 0.1 0.0 0.0 -0.183
N 0.668 -0.933 0.101 0.0 0.1 0.0 0.117
H -2.382 0.728 -0.053 0.1 -0.3 0.1 0.125
H -0.367 2.124 -0.121 0.1 -0.1 0.0 0.114
H 2.777 -0.601 -0.127 -0.2 0.0 0.1 0.124
H 0.680 -1.933 0.244 -0.3 0.2 -0.1 0.163
```
Positions in Å, forces in eV/Å.

Results
- energy relative to the best compared isomer or geometry (same formula, charge and spin) (kJ/mol) = 28.8
- E_HOMO (eV) = -9.58
- E_tot (a.u.) = -339.57068
- maximum force (eV Å⁻¹) = 0.48
- SMILES = O=Cc1cnc[nH]1
- 2S+1 = 1


Molecular formula: C4H4N2O
Method: DFT, the ωB97M-V functional and the def2-TZVPD basis

Structure (XYZ):
```
11
Properties=species:S:1:pos:R:3:forces:R:3:lowdin_charge:R:1
O -2.488 -1.285 0.081 0.5 0.2 0.1 0.038
C -1.875 -0.241 0.064 0.0 -0.3 0.0 -0.233
C -0.421 -0.038 0.106 0.1 0.1 -0.2 -0.215
C 0.162 1.195 -0.065 -0.1 0.2 0.0 -0.111
N 1.514 1.111 -0.182 0.0 -0.2 0.1 0.064
C 1.772 -0.173 -0.075 0.0 0.0 0.0 -0.184
N 0.657 -0.922 0.105 -0.1 0.1 0.0 0.116
H -2.409 0.733 -0.032 0.1 -0.2 0.1 0.125
H -0.354 2.145 -0.118 0.1 -0.1 0.0 0.114
H 2.763 -0.605 -0.139 -0.2 0.0 0.1 0.124
H 0.679 -1.920 0.255 -0.4 0.2 -0.1 0.162
```
Positions in Å, forces in eV/Å.

Results
- energy relative to the best compared isomer or geometry (same formula, charge and spin) (kJ/mol) = 29.2
- E_HOMO (eV) = -9.58
- E_tot (a.u.) = -339.57054
- maximum force (eV Å⁻¹) = 0.53
- SMILES = O=Cc1cnc[nH]1
- 2S+1 = 1


Molecular formula: C4H4N2O
Method: DFT, the ωB97M-V functional and the def2-TZVPD basis

Structure (XYZ):
```
11
Properties=species:S:1:pos:R:3:forces:R:3:lowdin_charge:R:1
C 2.308 -0.450 -0.339 1.9 -0.1 -2.9 0.036
C 1.084 -0.036 0.146 3.7 -4.9 0.9 -0.437
C -1.162 -0.227 0.029 -4.9 1.9 -1.3 -0.322
C 0.550 1.231 0.212 -1.4 0.4 -2.0 -0.123
H 3.241 0.119 -1.124 -3.4 -0.6 3.1 0.160
H 2.689 -1.524 -0.559 -1.6 1.5 1.2 0.063
H 0.120 -1.915 -0.221 -0.5 3.1 4.1 0.271
H 1.320 1.964 0.210 -0.5 1.8 0.0 0.122
N 0.035 -0.944 0.720 -1.3 -3.1 -7.3 0.101
N -0.710 1.184 -0.069 -0.2 0.4 1.1 0.145
O -2.416 -0.429 -0.395 8.2 -0.3 3.0 -0.016
```
Positions in Å, forces in eV/Å.

Results
- energy relative to the best compared isomer or geometry (same formula, charge and spin) (kJ/mol) = 567.2
- E_HOMO (eV) = -9.92
- E_tot (a.u.) = -339.36563
- maximum force (eV Å⁻¹) = 8.74
- 2S+1 = 1


Molecular formula: C4H4N2O
Method: DFT, the ωB97M-V functional and the def2-TZVPD basis

Structure (XYZ):
```
11
Properties=species:S:1:pos:R:3:forces:R:3:lowdin_charge:R:1
N -1.141 0.644 2.238 0.7 0.1 -0.7 0.184
C -0.270 0.707 1.472 -0.5 -0.1 0.5 -0.220
C 0.837 0.863 0.604 -0.2 0.2 0.6 -0.161
O 1.175 0.015 -0.325 0.5 0.1 -0.2 -0.054
C 0.501 -0.927 -0.919 -0.3 -0.6 0.0 -0.161
C -0.695 -1.493 -0.419 -0.6 -0.4 0.2 -0.222
N -1.667 -2.022 -0.063 0.8 0.5 -0.3 0.185
H 1.575 1.630 0.781 0.0 -0.1 0.0 0.130
H -0.485 1.441 -1.055 -0.3 0.0 -0.3 0.094
H -0.620 0.873 -1.536 -0.2 0.3 0.0 0.095
H 1.021 -1.373 -1.754 0.0 0.0 0.1 0.130
```
Positions in Å, forces in eV/Å.

Results
- energy relative to the best compared isomer or geometry (same formula, charge and spin) (kJ/mol) = 494.3
- E_HOMO (alpha / beta) (eV) = -9.17 / -9.17
- E_tot (a.u.) = -339.39341
- maximum force (eV Å⁻¹) = 0.98
- 2S+1 = 1


Molecular formula: C4H4N2O
Method: DFT, the ωB97M-V functional and the def2-TZVPD basis

Structure (XYZ):
```
11
Properties=species:S:1:pos:R:3:forces:R:3:lowdin_charge:R:1
O -0.423 1.935 1.869 0.1 -0.2 -0.3 0.053
C -0.132 1.119 1.019 -0.1 0.1 0.1 -0.489
C -1.076 0.686 -0.026 0.0 -0.1 0.0 0.008
C -0.799 -0.396 -0.773 0.0 0.1 0.1 -0.091
N 0.416 -1.029 -0.622 0.0 0.1 0.0 0.045
C 1.351 -0.476 0.209 0.0 0.0 0.0 -0.178
N 1.155 0.529 0.981 -0.1 -0.1 -0.1 0.145
H -2.007 1.230 -0.136 0.1 -0.1 0.0 0.113
H -1.471 -0.818 -1.513 0.1 0.1 0.1 0.123
H 0.651 -1.837 -1.177 0.0 0.2 0.1 0.144
H 2.335 -0.944 0.170 -0.1 0.0 0.1 0.127
```
Positions in Å, forces in eV/Å.

Results
- energy relative to the best compared isomer or geometry (same formula, charge and spin) (kJ/mol) = 17.3
- E_HOMO (eV) = -9.32
- E_tot (a.u.) = -339.57508
- maximum force (eV Å⁻¹) = 0.35
- SMILES = O=c1cc[nH]cn1
- 2S+1 = 1


Molecular formula: C4H4N2O
Method: DFT, the ωB97M-V functional and the def2-TZVPD basis

Structure (XYZ):
```
11
Properties=species:S:1:pos:R:3:forces:R:3:lowdin_charge:R:1
O -2.271 -1.094 -0.618 -0.2 0.2 0.1 0.053
C -1.816 -0.027 -0.267 -0.1 -0.4 0.0 -0.209
C -0.384 0.147 -0.064 0.0 -0.7 -0.6 -0.299
C 0.278 1.328 0.182 -0.3 -1.0 0.8 -0.127
N 1.655 1.067 0.165 -0.2 -0.4 0.6 0.064
C 1.749 -0.220 -0.030 0.2 0.0 0.0 -0.175
N 0.535 -0.841 -0.124 0.1 -0.2 -0.7 0.130
H -2.439 0.887 -0.160 0.2 -0.3 0.1 0.135
H -0.286 1.365 1.138 0.2 2.9 0.2 0.144
H 2.666 -0.790 -0.087 0.0 0.1 -0.1 0.122
H 0.312 -1.822 -0.135 0.2 -0.1 -0.4 0.162
```
Positions in Å, forces in eV/Å.

Results
- energy relative to the best compared isomer or geometry (same formula, charge and spin) (kJ/mol) = 238.0
- E_HOMO (eV) = -9.19
- E_tot (a.u.) = -339.49102
- maximum force (eV Å⁻¹) = 2.93
- SMILES = O=Cc1cnc[nH]1
- 2S+1 = 1